No. 1
This record from the Open Molecules 2025 dataset describes C4H6N2 as an isolated structure at a distorted geometry. The level of theory is wB97M-V/def2-TZVPD.

Atoms and positions in Å:
C  1.89  0.62  -0.86
C  0.28  1.47  0.43
C  -1.43  -0.05  0.65
C  0.46  -0.70  -0.47
N  1.45  1.61  -0.21
N  -0.29  0.21  0.18
H  2.74  0.40  -1.47
H  0.00  2.02  1.27
H  -1.62  -1.06  0.76
H  -2.13  0.73  1.16
H  0.20  -1.19  -1.43
H  0.88  -1.36  0.18

The calculation puts the LUMO energy at -13.7 eV. Its charge is +2. For the HOMO-LUMO gap, the calculation gives 0.2700 hartree. For the energy relative to the best compared isomer or geometry (same formula, charge and spin), the calculation gives 104.35 kcal/mol.



No. 2
This record from the Open Molecules 2025 dataset describes a 2-piece molecular cluster, C5H12N3S2 overall at a distorted geometry. The level of theory is wB97M-V/def2-TZVPD.

Atoms and positions in Å:
C  2.97  -0.59  0.21
C  1.23  -0.46  1.59
C  -2.16  1.22  0.67
C  -2.52  -0.68  -0.93
C  -1.74  0.64  -0.62
N  2.08  -1.22  0.95
N  3.98  -1.20  -0.37
N  -0.23  0.35  -0.65
S  2.89  1.17  0.25
S  1.51  1.16  1.72
H  0.32  -0.81  2.00
H  -3.14  1.53  0.27
H  -2.22  0.42  1.51
H  -1.58  2.04  1.13
H  -2.42  -1.51  -0.29
H  -2.50  -0.90  -2.06
H  -3.54  -0.37  -0.96
H  -2.03  1.36  -1.45
H  0.15  1.16  -0.86
H  4.10  -2.31  -0.46
H  4.83  -0.67  -0.40
H  0.04  -0.33  -1.26

The calculation puts the LUMO energy at -5.0 eV. Its charge is +1. For the HOMO-LUMO gap, the calculation gives 0.2868 hartree. For the energy relative to the best compared isomer or geometry (same formula, charge and spin), the calculation gives 0.00 kcal/mol.



No. 3
This record from the Open Molecules 2025 dataset describes C29H45BN6OS3Ti as an isolated structure at a distorted geometry. The level of theory is wB97M-V/def2-TZVPD.

Atoms and positions in Å:
Ti  1.87  -1.83  -2.23
C  5.29  -0.15  1.55
C  3.79  -0.10  1.58
C  3.09  0.32  2.67
C  1.68  0.35  2.68
N  1.01  -0.01  1.62
N  1.69  -0.43  0.54
B  0.79  -0.93  -0.60
N  0.11  0.15  -1.47
N  0.15  1.41  -1.00
C  -0.49  2.33  -1.66
C  -1.21  2.01  -2.84
C  -1.23  0.74  -3.34
C  -1.96  0.37  -4.59
C  -0.50  -0.23  -2.61
S  -0.36  -1.88  -3.14
C  -0.46  3.76  -1.14
C  0.23  4.64  -2.20
C  -1.91  4.24  -0.93
C  0.30  3.86  0.18
N  -0.24  -1.96  -0.08
N  -1.37  -1.42  0.39
C  -2.30  -2.24  0.84
C  -2.08  -3.64  0.83
C  -0.94  -4.18  0.32
C  -0.69  -5.66  0.25
C  0.01  -3.26  -0.17
S  1.50  -3.80  -0.92
C  -3.60  -1.65  1.36
C  -3.78  -2.08  2.83
C  -3.62  -0.13  1.26
C  -4.76  -2.23  0.51
C  3.02  -0.51  0.46
S  3.79  -1.06  -1.00
C  0.83  0.76  3.89
C  1.70  1.29  5.03
C  0.07  -0.49  4.36
C  -0.17  1.84  3.46
H  5.70  0.26  2.46
H  5.69  0.40  0.70
H  5.63  -1.19  1.45
H  3.64  0.64  3.56
H  -1.75  2.79  -3.37
H  -2.45  1.23  -5.03
H  -2.72  -0.40  -4.39
H  -1.27  -0.06  -5.33
H  -0.28  4.60  -3.17
H  1.27  4.34  -2.35
H  0.22  5.68  -1.87
H  -2.47  4.30  -1.87
H  -1.90  5.24  -0.49
H  -2.44  3.57  -0.24
H  1.33  3.49  0.09
H  -0.20  3.29  0.97
H  0.34  4.91  0.49
H  -2.86  -4.30  1.19
H  -1.52  -6.21  0.68
H  0.22  -5.93  0.79
H  -0.55  -5.98  -0.78
H  -2.95  -1.71  3.44
H  -3.84  -3.16  2.94
H  -4.70  -1.65  3.22
H  -2.79  0.32  1.82
H  -4.56  0.24  1.67
H  -3.53  0.21  0.22
H  -4.82  -3.32  0.59
H  -4.65  -1.97  -0.54
H  -5.70  -1.82  0.87
H  2.37  0.53  5.44
H  1.05  1.62  5.85
H  2.30  2.16  4.72
H  0.76  -1.27  4.70
H  -0.55  -0.89  3.55
H  -0.58  -0.23  5.20
H  0.35  2.76  3.14
H  -0.82  2.10  4.31
H  -0.80  1.49  2.64
C  3.71  -0.21  -5.68
C  3.37  -1.04  -4.47
O  2.36  -0.37  -3.62
H  4.48  -0.72  -6.27
H  4.11  0.76  -5.39
H  2.83  -0.06  -6.32
H  4.25  -1.22  -3.87
H  2.91  -1.98  -4.77
H  2.59  0.56  -3.55

The calculation puts the LUMO energy (alpha / beta) at -6.4 / -6.4 eV. Its charge is +2. For the HOMO-LUMO gap (alpha / beta), the calculation gives 0.2849 / 0.2849 hartree. For the energy relative to the best compared isomer or geometry (same formula, charge and spin), the calculation gives 0.00 kcal/mol.



No. 4
This record from the Open Molecules 2025 dataset describes a 2-piece molecular cluster, C11H18BF8O2 overall at a distorted geometry. The level of theory is wB97M-V/def2-TZVPD.

Atoms and positions in Å:
C  -2.12  2.60  2.34
C  -1.48  1.09  2.06
C  -1.08  0.50  3.56
C  -2.52  0.11  1.25
B  -2.77  0.53  -0.32
C  -1.60  0.87  -1.43
C  -1.33  -0.37  -2.51
O  -0.61  -1.42  -1.77
C  0.65  -1.78  -2.46
C  1.41  -2.92  -1.56
F  0.32  -3.73  -0.90
F  2.13  -3.91  -2.45
C  2.36  -2.37  -0.36
F  1.65  -2.43  0.96
F  3.54  -3.30  -0.24
C  2.95  -0.86  -0.52
F  1.91  0.23  -0.38
F  3.85  -0.64  0.68
C  3.90  -0.60  -1.83
F  3.38  0.61  -2.57
F  4.13  -1.77  -2.70
H  -1.21  3.35  2.52
H  -2.79  2.98  1.45
H  -2.77  2.58  3.33
H  -0.46  1.27  1.48
H  -0.14  -0.21  3.51
H  -2.01  -0.01  4.10
H  -0.77  1.42  4.22
H  -3.56  0.15  1.83
H  -2.19  -1.03  1.28
H  -3.90  0.59  -0.70
H  -1.92  1.81  -2.09
H  -0.61  1.14  -0.83
H  -0.74  0.02  -3.46
H  -2.39  -0.79  -2.84
H  1.30  -0.87  -2.79
H  0.31  -2.33  -3.47
H  4.98  -0.25  -1.45
O  -0.30  5.02  2.34
H  0.51  4.73  2.72

The calculation puts the LUMO energy at 1.6 eV. Its charge is -1. For the HOMO-LUMO gap, the calculation gives 0.1526 hartree.



No. 5
This record from the Open Molecules 2025 dataset describes one molecule with the formula C6H12O at a distorted geometry. The level of theory is wB97M-V/def2-TZVPD.

Atoms and positions in Å:
C  -2.44  -0.74  1.57
C  -1.17  -1.26  0.86
C  -0.15  -0.19  0.64
C  2.00  -0.30  -1.93
C  1.97  0.76  -0.99
C  0.55  1.58  -0.69
O  -0.41  0.67  -0.33
H  -2.20  -0.31  2.55
H  -2.92  0.04  0.96
H  -3.16  -1.55  1.72
H  -0.71  -2.04  1.48
H  -1.44  -1.71  -0.10
H  0.41  0.20  1.49
H  1.73  -1.31  -1.65
H  2.27  -0.12  -2.97
H  2.65  1.59  -1.21
H  2.08  0.33  0.04
H  0.79  2.27  0.13
H  0.18  2.11  -1.57

The calculation puts the LUMO energy (alpha / beta) at 1.0 / 0.3 eV. For the HOMO-LUMO gap (alpha / beta), the calculation gives 0.3185 / 0.2645 hartree. For the energy relative to the best compared isomer or geometry (same formula, charge and spin), the calculation gives 103.15 kcal/mol.



No. 6
This record from the Open Molecules 2025 dataset describes C15H40BF4O5V as an isolated structure at a distorted geometry. The level of theory is wB97M-V/def2-TZVPD.

Atoms and positions in Å:
V  -2.01  -0.60  -2.01
B  -0.04  -1.55  0.61
F  -0.20  -2.81  0.99
F  0.02  -0.68  1.64
F  1.13  -1.47  -0.13
F  -1.06  -1.20  -0.15
C  -3.04  0.00  1.58
C  -3.93  0.79  0.66
C  -3.99  2.23  1.15
O  -3.38  0.77  -0.70
H  -2.83  -1.01  1.24
H  -3.36  -0.17  2.61
H  -2.12  0.57  1.77
H  -4.98  0.54  0.81
H  -4.29  2.40  2.18
H  -4.75  2.75  0.57
H  -2.99  2.66  1.16
H  -3.86  1.45  -1.18
C  -1.06  0.36  5.53
C  -0.46  -1.04  5.94
C  0.97  -1.15  5.47
O  -0.72  -1.31  7.29
H  -2.11  0.13  5.40
H  -0.83  0.79  4.55
H  -0.96  1.11  6.31
H  -0.98  -1.76  5.31
H  1.34  -2.17  5.56
H  1.73  -0.47  5.86
H  1.07  -0.99  4.40
H  0.08  -1.12  7.78
C  0.41  -1.87  -4.85
C  -0.16  -2.64  -3.73
C  0.65  -3.93  -3.47
O  -0.26  -1.81  -2.58
H  1.39  -1.51  -4.53
H  -0.24  -1.01  -4.97
H  0.46  -2.33  -5.84
H  -1.11  -2.98  -4.14
H  0.31  -4.50  -2.61
H  1.68  -3.71  -3.19
H  0.62  -4.59  -4.33
H  0.49  -1.99  -2.01
C  0.14  2.62  -0.22
C  -0.47  2.41  -1.61
C  0.28  3.14  -2.68
O  -0.50  0.96  -1.91
H  -0.52  2.26  0.57
H  0.19  3.70  -0.11
H  1.15  2.22  -0.13
H  -1.48  2.80  -1.68
H  -0.11  4.14  -2.85
H  0.19  2.60  -3.62
H  1.35  3.18  -2.51
H  0.37  0.82  -2.30
C  3.89  -0.79  -1.03
C  3.10  0.43  -1.31
C  3.83  1.79  -1.33
O  2.41  0.34  -2.54
H  4.73  -0.93  -1.71
H  3.23  -1.65  -1.13
H  4.31  -0.75  -0.03
H  2.33  0.42  -0.54
H  4.39  1.84  -2.27
H  4.60  1.90  -0.57
H  3.14  2.63  -1.32
H  2.81  -0.31  -3.12

The calculation puts the LUMO energy (alpha / beta) at -5.0 / -5.0 eV. Its spin multiplicity is 4. Its charge is +1. For the HOMO-LUMO gap (alpha / beta), the calculation gives 0.2385 / 0.2379 hartree. For the energy relative to the best compared isomer or geometry (same formula, charge and spin), the calculation gives 0.00 kcal/mol.